{
  "formula": "C19H28CdFO2",
  "method": "the ωB97M-V functional and the def2-TZVPD basis",
  "lumo_ev": 2.119,
  "total_charge": -1,
  "energy_ev": -31531.1433,
  "e_above_lowest_kj_mol": 0.0,
  "species": ["Cd", "F", "O", "O", "C", "C", "C", "C", "C", "C", "C", "C", "C", "C", "C", "C", "C", "C", "C", "C", "C", "C", "C", "H", "H", "H", "H", "H", "H", "H", "H", "H", "H", "H", "H", "H", "H", "H", "H", "H", "H", "H", "H", "H", "H", "H", "H", "H", "H", "H", "H"],
  "xyz": [[1.99447, 0.46759, 2.35953], [1.69889, 2.42714, 2.95153], [0.95546, 0.51603, -3.30551], [0.07527, 0.83615, 0.94581], [0.69079, 1.75667, -4.06663], [2.61894, -1.25106, 4.04177], [-0.12779, 2.10941, 0.28243], [2.33432, -1.75555, 2.70856], [1.86132, -1.07913, -4.98513], [-0.47708, 1.73975, -1.13524], [-2.56590, -0.48958, 4.75467], [-0.59916, -1.03466, -4.45739], [-2.43563, 0.33584, 2.60407], [-1.45552, 1.00878, 3.40691], [0.95738, -2.19941, 2.72695], [-3.12726, -0.59170, 3.44007], [0.69174, -0.23030, -4.52751], [0.46962, -2.05721, 4.04478], [0.49885, 1.05147, -5.39832], [-1.25962, 0.44220, -0.98156], [-1.53725, 0.48404, 4.72311], [1.45526, -1.43808, 4.83751], [-0.45472, -0.23257, 0.10999], [-0.96545, 2.62254, 0.77321], [3.61272, -0.97535, 4.41061], [-1.43985, -0.40950, -4.13391], [1.95503, -1.95889, -4.34442], [-2.25618, 0.66838, -0.59912], [2.79850, -0.51498, -4.98333], [0.45837, 1.48011, -1.65001], [1.66914, -1.41965, -6.01340], [-2.65997, 0.53309, 1.55938], [1.32463, -1.18228, 5.88912], [-2.88620, -1.06029, 5.62720], [0.45409, -2.70299, 1.89238], [-0.50734, 1.14401, -5.81394], [1.54610, 2.43526, -4.02075], [-0.22961, 2.26453, -3.74001], [0.77336, 2.72178, 0.40401], [-0.89997, 0.79745, 5.55468], [-0.98976, -0.93832, 0.77708], [-0.97955, 2.53723, -1.68402], [3.05480, -1.96750, 1.92110], [-1.33997, -0.13551, -1.90633], [-0.74549, 1.76522, 3.08963], [-0.49093, -2.43357, 4.41804], [-0.47466, -1.87863, -3.76871], [1.31330, 1.22887, -6.10820], [-3.94399, -1.25572, 3.14645], [-0.83486, -1.42921, -5.46028], [0.42133, -0.75189, -0.31687]],
  "forces_ev_per_a": [[-1.342, 0.538, 0.885], [0.515, -0.516, -0.550], [-0.240, 0.602, -1.798], [0.290, -0.011, -0.837], [-0.107, 0.353, 0.576], [-0.179, -0.164, 1.226], [-0.390, 0.024, 0.618], [-0.769, 0.635, -0.589], [-0.113, -0.184, 0.048], [0.845, -0.066, -0.408], [-0.114, 0.097, -0.594], [0.169, -0.209, 0.023], [0.127, -0.066, 1.035], [-0.507, -0.682, 0.111], [0.117, -0.605, 0.690], [0.616, 0.461, 0.385], [-0.304, -0.204, -1.219], [0.044, -0.446, -0.938], [0.392, -0.596, 0.831], [-0.293, 0.368, 0.380], [-0.308, 0.082, -0.368], [0.990, -0.137, -0.539], [0.645, -0.651, 0.533], [0.170, -0.103, 0.118], [-0.453, -0.001, -0.194], [0.199, -0.131, 0.002], [0.178, 0.023, -0.015], [-0.125, -0.112, -0.088], [-0.141, -0.037, 0.096], [-0.425, 0.324, 0.242], [0.043, 0.035, 0.256], [0.013, -0.022, 0.121], [0.180, 0.028, -0.408], [0.096, 0.088, -0.194], [0.200, 0.372, 0.448], [0.350, 0.069, -0.207], [-0.140, -0.014, 0.181], [0.470, -0.164, 0.216], [-0.184, -0.190, -0.033], [-0.250, -0.146, -0.226], [0.093, 0.602, -0.387], [-0.122, -0.022, 0.122], [-0.006, -0.221, 0.297], [0.113, 0.032, 0.247], [-0.170, -0.049, 0.051], [0.352, 0.629, -0.395], [-0.186, 0.131, -0.045], [-0.406, -0.068, -0.051], [0.224, 0.225, 0.050], [0.102, 0.085, 0.336], [-0.257, 0.013, -0.041]]
}

---

{
  "formula": "C32H30BClF6O2S",
  "method": "the ωB97M-V functional and the def2-TZVPD basis",
  "lumo_ev": -4.353,
  "energy_ev": -78104.6660,
  "e_above_lowest_kj_mol": 443.9,
  "species": ["Cl", "S", "F", "F", "F", "F", "F", "F", "O", "O", "C", "C", "C", "C", "C", "C", "C", "C", "C", "C", "C", "C", "C", "C", "C", "C", "C", "C", "C", "C", "C", "C", "C", "C", "C", "C", "C", "C", "C", "C", "C", "C", "B", "H", "H", "H", "H", "H", "H", "H", "H", "H", "H", "H", "H", "H", "H", "H", "H", "H", "H", "H", "H", "H", "H", "H", "H", "H", "H", "H", "H", "H", "H"],
  "xyz": [[-6.43442, 2.87155, 3.76798], [-6.13031, -4.19595, 5.20875], [-3.68205, 2.09511, -4.13448], [3.69841, -3.47392, 2.27063], [4.78309, -1.76302, 3.13526], [-1.95447, 0.98627, -4.92646], [3.40980, -2.94579, 4.38354], [-3.69117, -0.10433, -4.13337], [-4.48710, -3.27528, 1.59218], [-3.48039, -3.22786, 3.77582], [-6.65830, -4.70978, 2.73584], [2.44165, -1.52217, 2.72969], [3.57910, -2.41694, 3.13471], [-2.19395, 1.75534, -0.30790], [-7.56426, -5.50680, 3.52819], [-5.83827, -3.92197, 3.51696], [-5.61423, -0.67333, 2.09827], [-2.28493, 0.96054, -2.56337], [0.20433, -0.10588, 1.84979], [-1.22204, -3.77310, 3.28186], [-1.03249, 0.43628, 1.41959], [-2.41003, -2.25124, 1.09247], [-3.06226, -5.50139, 3.13301], [-7.43595, -5.30489, 4.88540], [1.41740, -1.24269, 3.63847], [-5.15630, -1.39536, 3.18948], [-8.23732, -5.90547, 5.97223], [-0.91762, -0.20836, -0.98588], [-1.39174, -0.07382, -2.27845], [-2.65570, 1.90245, -1.60127], [2.43533, -1.00654, 1.43224], [-2.92209, -4.57875, 0.34745], [0.31073, -0.54047, 3.20048], [-2.67818, -4.04158, 2.93076], [-5.95590, 1.24298, 3.54827], [1.35926, -0.24521, 1.01765], [-3.10963, -3.54967, 1.44782], [-6.01869, 0.66359, 2.26970], [-5.50832, 0.49430, 4.64860], [-5.11535, -0.83812, 4.45189], [-1.35278, 0.66910, 0.05083], [-2.89649, 0.99564, -3.93456], [-4.63100, -2.95163, 2.98012], [1.39719, 0.24864, 0.04504], [-3.29384, 2.74150, -1.87270], [-2.45994, -1.53735, 1.92564], [-7.58923, -6.40460, 6.69913], [-8.92070, -6.63607, 5.53770], [-1.35560, -2.42503, 0.84928], [-0.54862, -4.24866, 2.56041], [-6.66339, -4.73346, 1.65388], [-1.85709, -4.80051, 0.21536], [-0.22594, -1.02481, -0.76928], [-4.79761, -1.43562, 5.30938], [-2.45934, 2.48269, 0.46133], [-2.88177, -1.76907, 0.22859], [-3.30837, -4.18417, -0.59821], [-1.07683, -0.76325, -3.06212], [-0.51634, -0.32401, 3.88119], [1.48091, -1.58604, 4.66788], [-8.81997, -5.13952, 6.49569], [-3.45314, -5.50478, 0.58293], [-1.71935, 0.80732, 2.18309], [-5.68521, -1.13410, 1.11386], [3.27819, -1.19348, 0.76361], [-1.01509, -2.69797, 3.30107], [-2.95819, -5.77332, 4.18790], [-4.10435, -5.67489, 2.83798], [-6.37891, 1.24217, 1.42843], [-2.40464, -6.14700, 2.54095], [-0.99735, -4.17223, 4.27543], [-8.28000, -6.20408, 3.10097], [-5.47304, 0.94151, 5.63665]],
  "forces_ev_per_a": [[-0.239, 0.876, 0.100], [-0.616, -0.200, -0.877], [0.796, -0.981, 0.244], [-0.145, 1.085, 0.704], [-1.203, -0.497, -0.091], [-0.724, 0.001, 0.976], [0.122, 0.615, -1.219], [0.816, 1.024, 0.244], [1.530, -0.344, -0.878], [1.948, -0.015, -0.579], [-0.322, 0.007, 1.474], [-0.405, -0.025, 0.235], [1.259, -1.160, 0.644], [-0.088, -0.299, 0.536], [0.257, 0.396, 0.561], [-0.300, -0.408, -0.610], [-0.374, 1.305, 0.342], [0.004, -0.012, 0.197], [0.547, -0.259, 0.563], [0.131, -0.205, -0.148], [0.949, 0.564, -0.348], [0.526, 0.422, -0.286], [0.220, -0.272, -0.149], [0.454, 0.076, -1.196], [0.198, 0.030, -0.100], [0.878, -1.514, -0.574], [-0.084, -0.129, 0.267], [0.259, -0.008, 0.120], [0.065, 0.201, 0.215], [0.192, 0.040, -0.140], [-0.103, 0.297, -0.096], [0.253, -0.031, -0.024], [-0.332, 0.293, -0.174], [-0.277, 0.406, -0.439], [0.509, -1.582, -0.276], [-0.306, -0.211, -0.255], [-0.232, -0.409, 0.780], [0.209, -0.306, 0.467], [-0.044, -0.176, -0.433], [-0.331, 1.230, 0.367], [-0.338, 0.019, -0.820], [-0.886, 0.039, -1.494], [-3.754, 0.854, 1.532], [-0.089, -0.225, 0.299], [0.111, -0.286, 0.098], [-0.155, -0.124, 0.076], [-0.193, -0.030, 0.046], [-0.049, -0.030, 0.171], [0.070, -0.007, 0.013], [0.051, -0.009, 0.040], [0.231, 0.145, 0.062], [-0.047, -0.096, -0.035], [-0.493, 0.170, 0.061], [0.012, 0.171, -0.256], [-0.121, -0.253, -0.221], [-0.109, -0.225, 0.088], [-0.002, -0.021, 0.108], [-0.157, 0.157, 0.254], [0.200, -0.242, -0.183], [-0.033, -0.007, -0.278], [0.004, -0.174, 0.024], [0.057, 0.209, -0.065], [-0.006, -0.198, -0.144], [0.109, 0.020, 0.208], [-0.251, 0.140, 0.250], [-0.159, -0.195, -0.038], [-0.006, 0.117, -0.094], [0.280, 0.066, 0.075], [-0.065, 0.098, 0.043], [-0.069, -0.084, 0.081], [-0.053, 0.017, -0.066], [-0.019, 0.099, 0.126], [-0.066, 0.056, -0.102]]
}

---

{
  "formula": "C26H33IrN5O2",
  "method": "the ωB97M-V functional and the def2-TZVPD basis",
  "lumo_ev": [-6.171, -8.731],
  "total_charge": 2,
  "energy_ev": -41869.6337,
  "spin_multiplicity": 2,
  "e_above_lowest_kj_mol": 0.0,
  "species": ["Ir", "O", "O", "N", "N", "N", "N", "N", "C", "C", "C", "C", "C", "C", "C", "C", "C", "C", "C", "C", "C", "C", "C", "C", "C", "C", "C", "C", "C", "C", "C", "C", "C", "C", "H", "H", "H", "H", "H", "H", "H", "H", "H", "H", "H", "H", "H", "H", "H", "H", "H", "H", "H", "H", "H", "H", "H", "H", "H", "H", "H", "H", "H", "H", "H", "H", "H"],
  "xyz": [[0.12668, -0.17865, -0.48673], [0.08385, 0.89204, 1.20565], [-1.91847, -0.29354, -0.38989], [0.28843, -1.86505, 0.75919], [0.19193, -1.27667, -2.15655], [2.09323, -0.15318, -0.65663], [-0.04264, 1.62761, -1.50209], [-0.71060, -1.89283, 1.80567], [1.15501, 1.47345, 1.71305], [0.67364, 3.22386, -3.12672], [-1.07671, 3.77285, -1.62493], [0.95381, 2.28021, 2.84753], [-4.95174, -1.65260, -1.65353], [-3.12641, -2.39579, -3.08077], [-0.22174, -2.53296, 3.05498], [2.48451, 1.33609, 1.22031], [2.00212, 2.91819, 3.46303], [-4.06661, -0.96395, -0.87441], [0.75286, 1.99235, -2.52323], [-1.37871, -2.38995, 4.03684], [1.02233, -1.83292, 3.61418], [-2.19097, -1.72030, -2.32116], [3.31614, 2.78915, 2.98731], [-0.94287, 2.52067, -1.06399], [-0.26146, 4.16119, -2.68262], [1.55418, -1.39930, -2.72987], [2.62318, -1.07405, -1.67779], [-4.48818, -2.37358, -2.76369], [0.05671, -4.00686, 2.78056], [3.54044, 2.00986, 1.88968], [-0.36842, 5.51035, -3.31736], [-0.80372, -1.81290, -2.75268], [2.87766, 0.52897, 0.11161], [-2.66165, -0.96458, -1.16943], [-2.27333, -2.87778, 3.65120], [-1.60601, -1.33721, 4.22192], [1.90522, -1.94889, 2.97530], [-1.13343, 6.11898, -2.84171], [1.34560, 3.45715, -3.94195], [-1.11895, -2.84545, 4.99139], [-0.61117, 5.41223, -4.37637], [-0.89539, -0.91172, 2.00374], [1.62219, -0.72040, -3.58033], [1.48136, 1.26707, -2.85095], [0.21333, -2.74529, 0.25523], [-2.79959, -2.95922, -3.94595], [0.89638, -4.15462, 2.09448], [2.95908, -1.99294, -1.19244], [1.21876, -1.84913, 1.18525], [3.49154, -0.62890, -2.16514], [-0.82561, -4.49720, 2.36881], [0.83879, -0.76576, 3.75812], [-0.62259, -2.39007, -3.65838], [0.58498, 6.03616, -3.25174], [-1.55771, 2.20667, -0.23216], [1.69882, -2.41151, -3.10727], [0.32527, -4.51054, 3.70851], [3.94629, 0.47091, -0.09275], [4.13168, 3.29400, 3.48390], [-0.05738, 2.38084, 3.21892], [-6.00703, -1.64529, -1.41814], [-1.82114, 4.44830, -1.22598], [4.54770, 1.89078, 1.50831], [-4.37953, -0.39915, -0.00677], [1.80859, 3.53162, 4.33373], [1.29400, -2.26208, 4.57749], [-5.18654, -2.91872, -3.38378]],
  "forces_ev_per_a": [[-0.180, 0.070, 0.093], [0.018, -0.010, -0.032], [-0.047, -0.001, -0.036], [0.010, 0.040, 0.097], [0.186, 0.030, -0.040], [-0.001, -0.041, -0.094], [0.061, -0.020, -0.053], [0.013, 0.094, -0.189], [-0.015, 0.021, 0.030], [-0.021, 0.021, 0.005], [-0.008, 0.035, -0.021], [0.028, -0.002, 0.000], [-0.005, -0.004, 0.003], [0.002, 0.011, 0.020], [0.021, -0.107, 0.049], [0.039, -0.008, -0.046], [-0.023, 0.008, 0.018], [-0.015, -0.004, -0.021], [-0.004, -0.027, 0.019], [-0.008, 0.040, -0.009], [-0.026, 0.027, -0.092], [0.025, -0.003, -0.018], [0.017, -0.009, -0.017], [-0.062, -0.068, 0.091], [0.006, -0.030, 0.013], [-0.047, -0.062, 0.004], [0.021, 0.037, -0.006], [-0.009, 0.002, -0.002], [0.039, 0.001, 0.016], [-0.010, 0.017, 0.007], [-0.001, 0.003, 0.000], [-0.068, -0.044, 0.031], [0.011, 0.024, 0.066], [0.047, -0.001, 0.037], [0.000, 0.002, -0.003], [-0.006, -0.008, 0.000], [0.015, -0.003, 0.030], [0.000, -0.002, 0.001], [0.000, -0.007, -0.001], [0.008, -0.004, -0.001], [0.003, 0.001, -0.001], [-0.019, 0.005, 0.031], [-0.032, 0.023, 0.021], [0.030, 0.013, 0.006], [-0.032, -0.020, 0.041], [0.001, 0.001, -0.002], [-0.005, 0.016, -0.001], [-0.054, -0.009, 0.041], [0.043, 0.002, -0.056], [0.032, -0.052, -0.002], [-0.013, 0.005, -0.005], [0.001, 0.004, 0.013], [-0.002, -0.007, 0.003], [0.000, 0.000, -0.002], [0.016, 0.015, 0.011], [0.029, 0.018, -0.048], [-0.009, -0.007, -0.003], [0.002, 0.004, 0.005], [0.002, 0.000, -0.003], [-0.004, -0.002, -0.007], [0.001, 0.000, 0.001], [0.001, -0.005, 0.006], [0.001, 0.000, -0.001], [0.005, 0.003, 0.002], [-0.003, -0.003, -0.002], [-0.009, -0.019, 0.004], [0.003, -0.001, -0.001]]
}